[1]
90
Properties=species:S:1:pos:R:3 method="wB97M-V/def2-TZVPD" relative_energy_ev=2.971 charge=0 multiplicity=1 smiles=CC1(C)CCCC(C)(C)N1O.CC1(C)CCCC(C)(C)N1O.CC1(C)CCCC(C)(C)N1O largest_force_ev_per_a=4.812 e_tot_ev=-39529.9116 gap_ev=8.78
O -10.2310 8.0363 27.4357
O -1.1879 4.9760 24.5866
O -3.9710 1.1485 20.9287
N -5.2289 1.8092 21.0610
N -1.5391 6.2590 23.9944
N -9.3256 7.9570 26.4454
C -9.5086 8.9943 25.2989
C -7.7580 7.5823 23.8879
C -7.7757 6.5050 25.0335
C -8.3123 5.7835 27.4024
C -6.2778 0.5746 19.1644
C -6.7076 3.3892 22.2172
C -6.2868 0.8492 20.7375
C -4.1201 3.8138 21.8105
C -2.4834 7.0385 24.8323
C 0.8534 7.0789 24.3549
C -1.7114 9.1499 23.4893
C -10.7853 8.7521 24.3578
C -7.7025 1.4918 20.9954
C -10.0584 5.5877 25.6491
C -8.9102 6.5328 26.1472
C -6.3532 -0.4882 21.5603
C 0.1555 5.7964 22.2528
C -2.9302 8.3437 24.0951
C -0.7138 8.1979 22.6792
C -3.7424 6.2077 24.9031
C -0.3399 6.8230 23.3504
C -7.7803 2.2704 22.2672
C -4.9832 2.0922 23.4726
C -9.5871 10.3946 26.0199
C -1.9715 7.3582 26.1934
C -8.1776 8.9689 24.4851
C -5.2963 2.8031 22.1288
H -1.1861 7.9576 21.7267
H -4.0530 5.7683 23.9552
H -7.8077 4.8238 27.2903
H -4.0330 1.5584 23.4586
H -8.4126 7.2294 23.0910
H 1.3443 6.1592 24.6731
H -8.6309 10.7462 26.4074
H -4.4800 4.6818 22.3629
H -8.4105 0.6654 21.0581
H -10.3605 5.8086 24.6253
H -6.9753 -1.2978 21.1785
H 0.4370 4.8702 22.7538
H -10.4077 10.4279 26.7364
H -4.5886 6.7538 25.3199
H -3.7530 8.0891 23.4272
H -3.1403 3.4047 22.0570
H -4.0792 4.0432 20.7457
H 1.0848 6.0923 21.7662
H -8.3410 9.6693 23.6661
H -1.9020 10.0561 22.9142
H -4.9852 2.6889 24.3847
H -6.7509 3.9500 23.1509
H -9.0681 5.6390 28.1743
H -9.6544 11.1391 25.2266
H 0.5334 7.5097 25.3037
H -5.3886 -0.9826 21.6755
H -1.5573 6.5051 26.7308
H -7.0283 -0.1444 18.8358
H -8.6875 2.8717 22.2079
H -1.1674 9.5610 24.3397
H -2.7995 7.6079 26.8568
H -1.1702 8.0786 26.0289
H -3.8270 1.2116 19.9817
H -10.6510 7.7331 23.9948
H -6.6261 -0.3907 22.6110
H -7.9052 2.2315 20.2209
H -10.8709 5.7278 26.3620
H -11.7074 8.9513 24.9038
H -5.2950 0.1879 18.8947
H 0.2507 8.6264 22.4068
H 1.5389 7.8069 23.9210
H -6.8161 6.4164 25.5427
H -7.6423 6.4149 27.9859
H -5.7816 1.3928 23.7204
H -0.6554 5.5646 21.5622
H -7.9336 5.6124 24.4280
H -9.7575 4.5612 25.8583
H -6.3587 1.5601 18.7058
H -6.7160 7.5550 23.5693
H -6.8889 4.2528 21.5773
H -7.8841 1.5693 23.0954
H -7.4268 9.3765 25.1621
H -3.3033 9.0299 24.8554
H -3.6792 5.3957 25.6276
H -10.8535 9.4394 23.5146
H -1.3816 4.3541 23.8813
H -9.6957 8.5212 28.0681

=====

[2]
59
Properties=species:S:1:pos:R:3 method="wB97M-V/def2-TZVPD" relative_energy_ev=0.439 charge=-2 multiplicity=1 largest_force_ev_per_a=1.269 e_tot_ev=-58616.0481 gap_ev=5.31
Tl 1.8788 -2.0657 0.7895
P 0.3230 0.3428 -0.7092
O 4.5098 0.2201 -1.5757
O 0.2174 -3.2706 2.5841
O -2.6533 -6.6006 1.2164
O 2.7438 0.3683 -0.2151
O -0.4318 -2.7352 -0.1832
O -2.0740 -4.9073 3.6677
O -2.8233 -4.4408 -0.8693
N 0.4811 -0.5104 2.4334
N 3.1254 -1.0115 3.1384
C -1.3877 3.9308 0.5089
C 2.1840 -0.5908 4.1528
C -1.6217 -0.3490 -2.7098
C -0.7553 -3.7947 1.9487
C -0.3207 4.5681 1.1176
C 0.3067 1.8099 -3.1420
C -2.3850 -0.2581 -0.4540
C -3.6379 -0.6795 -0.8557
C -1.0532 -3.5588 0.5556
C 0.8968 3.9128 1.2039
C 2.1861 1.9281 -4.6372
C 1.0469 2.6500 0.6648
C -2.8821 -0.7418 -3.1192
C -2.1390 -4.4557 0.1613
C 3.3223 0.4330 -1.3354
C -3.9000 -0.9008 -2.1974
C -1.7356 -4.7292 2.4870
C -1.3630 -0.0451 -1.3772
C 2.9713 1.3185 -3.6786
C 1.0724 0.2416 3.5139
C -2.2587 -5.4310 1.2831
C 0.8627 2.2211 -4.3406
C 1.0664 1.0999 -2.2176
C 2.4250 0.9345 -2.4625
C -0.0184 2.0019 0.0409
C -1.2439 2.6588 -0.0191
H -4.8773 -1.2408 -2.5154
H -4.4168 -0.8535 -0.1243
H 3.8931 -1.5443 3.5274
H -2.1885 -0.1012 0.6000
H -3.0711 -0.9419 -4.1656
H -0.7287 2.0426 -2.9243
H 4.0231 1.1266 -3.8390
H -0.4414 5.5608 1.5339
H 2.6050 2.2069 -5.5975
H 2.6536 0.0011 4.9639
H 0.1127 -1.4084 2.7613
H 1.9964 2.1393 0.7052
H -0.8277 -0.2841 -3.4397
H 0.2555 2.7567 -5.0613
H 3.4675 -0.2333 2.5892
H -2.3445 4.4325 0.4392
H 0.3432 0.5251 4.2991
H 1.4979 1.1644 3.1011
H -0.2619 0.0031 1.9792
H 1.7315 4.4002 1.6904
H 1.7410 -1.4935 4.5816
H -2.0966 2.1754 -0.4753

=====

[3]
29
Properties=species:S:1:pos:R:3 method="wB97M-V/def2-TZVPD" relative_energy_ev=1.531 charge=0 multiplicity=1 smiles="C=C[Si](I)(C=C)C1CCCCC1" largest_force_ev_per_a=4.803 e_tot_ev=-26621.8176 gap_ev=9.37
I 3.7408 -0.8908 0.0124
Si 1.6284 0.5733 0.0428
C 0.0359 -1.5004 -0.8726
C -2.0259 -1.2558 1.1518
C 0.4962 2.5683 1.7100
C 0.2716 -0.6690 0.3424
C -1.0612 -2.5507 -0.7399
C 1.1836 2.1469 -1.5723
C 1.5386 1.8218 1.3718
C -1.0635 -0.0584 0.8706
C 2.2365 2.4698 -2.2887
C -2.3315 -1.9763 -0.1198
H 2.4963 2.1177 1.9036
H -1.1123 -2.9811 -1.7558
H -1.4762 0.6142 0.1267
H -3.0197 -2.8378 0.0520
H 0.6697 3.3160 2.5909
H -2.6422 -1.4134 -0.8724
H 0.8837 -1.8978 -1.2914
H -2.7907 -0.7720 1.6963
H -1.0296 0.3764 1.8433
H 0.5943 -1.4367 1.0836
H -1.5149 -1.9103 1.8159
H -0.6434 -3.3680 -0.1437
H 2.3163 3.3469 -2.9340
H 3.0681 1.7886 -2.1660
H -0.4223 2.5158 1.1905
H 0.3118 2.6866 -1.4778
H -0.3388 -0.8239 -1.5703

=====

[4]
35
Properties=species:S:1:pos:R:3 method="wB97M-V/def2-TZVPD" s2=3.752 relative_energy_ev=1.037 charge=0 multiplicity=4 largest_force_ev_per_a=3.329 e_tot_ev=-94702.9664 gap_ev="4.86 / 7.28"
I 0.9877 20.4841 -4.0849
Ti -0.2231 19.4952 -1.6828
S -2.6370 22.4465 0.3072
S -2.2296 17.7182 0.2357
S 2.1414 21.6306 -0.1788
O -2.3259 18.5693 -0.9349
O -2.7968 18.6050 1.4407
O -2.7123 16.3905 0.1924
O 3.3271 21.0742 -0.7788
O -2.0551 23.7406 0.0800
O -1.9318 21.2624 -0.0940
O 2.5742 22.1215 1.3288
O -4.1473 22.4891 -0.3569
O -3.1965 22.2586 1.8017
O -0.7087 17.7208 0.7732
O 1.9439 23.1358 -0.6878
O 0.9167 20.8858 -0.2271
C -5.1098 22.0252 0.5550
C 2.7983 24.0744 -0.0356
C 3.1821 23.3758 1.3227
C -4.6048 22.5436 1.8696
C -1.8708 18.9111 2.4714
C -0.4937 18.6075 1.8609
H 4.2634 23.2324 1.2467
H 0.1160 19.4887 1.6779
H -4.9728 21.8965 2.6639
H -5.2506 20.9470 0.4592
H 2.2411 25.0022 0.0466
H 3.0322 24.0451 2.1659
H 0.0732 18.0931 2.6410
H 3.6556 24.1865 -0.6961
H -6.0801 22.5194 0.4399
H -1.9082 19.9517 2.7899
H -4.8042 23.6103 1.9316
H -2.1187 18.2869 3.3290

=====

[5]
27
Properties=species:S:1:pos:R:3 method="wB97M-V/def2-TZVPD" relative_energy_ev=3.000 charge=0 multiplicity=1 smiles=OCNc1nc(NCO)nc(NCO)n1 largest_force_ev_per_a=5.165 e_tot_ev=-21498.2967 gap_ev=10.10
O -1.5155 -2.5901 -2.4470
O 2.9141 2.5802 -1.0323
O -0.0485 -0.8518 3.6209
N 0.9448 2.5619 0.3313
N -1.6690 -1.1525 1.8032
N 0.3353 -1.0953 -2.3764
N -0.5766 -1.1140 -0.1792
N 0.7042 0.7610 -1.0009
N -0.6693 0.9414 1.1625
C 1.6922 3.2015 -0.8104
C -1.4703 -0.8995 3.2871
C 0.1586 -0.4906 -1.1918
C -0.9860 -0.4056 0.9205
C -0.1917 -2.4931 -2.4717
C 0.2794 1.3885 0.1198
H 1.0821 3.2565 -1.7114
H -1.7947 -2.1096 1.5694
H -1.7849 -1.8036 3.8367
H 1.8736 4.1909 -0.5815
H 0.0947 0.0002 3.0056
H 0.1874 -3.0386 -1.6748
H 0.4025 -3.0180 -3.3315
H -1.5925 -2.4405 -1.4157
H 2.6931 1.5578 -1.1740
H 0.3279 -0.1828 -2.9698
H -1.9713 0.0548 3.5597
H 0.5801 3.1910 1.1517

=====

[6]
119
Properties=species:S:1:pos:R:3 method="wB97M-V/def2-TZVPD" relative_energy_ev=1.733 charge=-1 multiplicity=1 largest_force_ev_per_a=2.736 e_tot_ev=-206767.8085 gap_ev=7.45
Hg 1.4162 -0.3732 0.1873
Br 3.4778 -1.3825 1.4436
Ge 1.1702 0.0355 -2.2165
Cl 0.3721 5.9435 -1.0537
O 1.5863 6.7442 -1.0895
O 0.2091 5.5204 0.3619
O -0.7756 6.8817 -1.2900
O 1.8072 1.6497 1.2264
N -0.7726 -4.7069 -0.8471
N -0.7025 -3.3443 0.9839
N 1.4426 2.2360 2.3778
N 3.0191 3.9154 2.0274
N -2.4091 0.9568 0.6055
N 0.5763 -5.3909 1.0218
N -3.2875 3.1016 0.5885
N -0.1071 -0.8165 2.5449
N -4.2948 1.4943 2.0324
N 1.2323 4.3152 3.4702
C -1.6466 -1.8224 -4.6887
C -2.8730 -1.4130 -4.1783
C 2.4540 -0.7219 -3.5050
C 1.9088 3.4334 2.6340
C 0.1402 -2.1883 3.0157
C -1.5865 -0.4926 2.5392
C 3.0450 5.2710 1.4226
C 0.2070 -6.7724 1.0247
C -0.5419 -1.4183 -4.0430
C 3.5015 -0.3585 -5.6991
C -1.7698 -3.7779 -1.3886
C -2.8966 -0.6268 -3.0340
C 1.1773 1.9450 -2.3904
C 0.2816 1.6765 3.0548
C -4.5194 3.7769 0.2099
C -5.3126 0.5326 1.6287
C -1.7296 -0.0806 -2.5324
C 0.5350 0.1768 3.4099
C -2.2175 3.5540 -0.2114
C -4.6261 2.4454 3.0601
C 3.0980 -4.2276 -2.5137
C 0.0698 -5.3534 -1.7915
C -2.2915 -0.3629 1.2064
C 3.4610 -2.5762 -4.7397
C -0.5201 -0.5262 -2.9664
C -0.2410 4.5626 3.2193
C -0.2803 -4.4336 0.4201
C -3.2718 1.7821 1.0455
C 2.6964 -2.9373 -2.4658
C 1.9956 -4.9765 1.2325
C 3.8197 -1.6732 -5.8039
C 2.8287 -2.0794 -3.5620
C 3.7705 -3.9543 -4.8170
C 1.9114 5.1268 4.4791
C 4.0692 3.0267 1.5187
C 2.8120 0.0992 -4.5642
C -0.6948 -3.2857 2.4118
C 3.5955 -4.7644 -3.7172
H 1.6307 0.0368 3.3572
H 0.4687 2.4338 -1.7471
H -1.7364 0.4319 3.1412
H 1.4530 6.1259 4.4655
H 0.1637 2.1807 4.0468
H -1.4184 -2.8841 -1.9312
H -4.6176 2.0023 4.0215
H -0.0116 -2.2041 4.1281
H 3.8399 2.8303 0.4547
H -1.7414 -0.9764 0.4640
H -2.4451 -4.3544 -2.0603
H -1.9961 4.5919 -0.0548
H 4.1989 -4.3174 -5.7309
H 2.0773 -3.9388 0.9024
H -1.7640 -3.1350 2.7769
H 2.6837 -5.5561 0.6495
H 2.1017 -2.5540 -1.6387
H 5.0098 3.6293 1.6053
H -5.2097 0.2891 0.5677
H 0.7731 2.2112 -3.3689
H -5.2387 -0.3623 2.2386
H 3.2883 5.2165 0.3680
H -3.8606 3.1929 3.0159
H -0.3592 5.6382 2.9379
H 0.1742 -7.1827 1.9937
H 0.1650 -0.0168 4.4720
H 0.9728 -5.7572 -1.3057
H 0.9021 -7.4107 0.3932
H 2.5390 1.1199 -4.5354
H 3.9711 2.1091 2.0665
H -0.5808 1.8780 2.4390
H -0.4216 -6.1328 -2.3766
H -1.6289 -2.4595 -5.5778
H -6.3001 0.9634 1.7539
H -2.1094 -1.2520 3.1578
H -2.4961 3.3620 -1.2381
H 0.4608 -4.6686 -2.5683
H -4.8976 3.5423 -0.8000
H -3.7650 -1.7712 -4.7135
H -0.7624 -6.8979 0.5996
H -0.8582 4.3039 4.1063
H 3.8504 5.8476 1.9053
H -1.3262 2.9268 -0.0197
H 2.9526 5.2638 4.2289
H 4.2205 -2.0194 -6.7227
H -0.5794 3.9961 2.3341
H -2.3369 -3.3998 -0.5925
H -3.8364 -0.3384 -2.5779
H 0.4023 -1.7921 -4.4377
H -1.7523 0.6081 -1.7333
H -4.2347 4.8316 0.1769
H -5.3376 3.5512 0.8887
H 1.1940 -2.3420 2.8067
H 2.2316 -5.1147 2.2652
H 3.7813 0.3689 -6.4384
H 1.7800 4.6330 5.4633
H -3.3051 -0.8214 1.1520
H 2.1882 2.3822 -2.2775
H 3.9478 -5.8298 -3.7226
H -5.6124 2.9219 2.8814
H 3.0021 -4.8479 -1.6597
H 2.1119 5.7662 1.4870
H -0.3158 -4.2150 2.8206

=====

[7]
7
Properties=species:S:1:pos:R:3 method="wB97M-V/def2-TZVPD" relative_energy_ev=7.595 charge=-1 multiplicity=1 largest_force_ev_per_a=3.570 e_tot_ev=-19062.1486 gap_ev="7.67 / 8.42"
S -0.6206 1.9466 2.4745
O -1.8321 3.8192 1.5490
O 0.7957 1.9683 2.7951
O -1.4243 1.1680 3.4265
C 0.1721 0.1174 0.2676
C -0.3910 0.8641 1.0466
H 0.7508 -0.5226 -0.2714

=====

[8]
7
Properties=species:S:1:pos:R:3 method="wB97M-V/def2-TZVPD" relative_energy_ev=0.283 charge=0 multiplicity=1 smiles="O=CO.I" largest_force_ev_per_a=1.936 e_tot_ev=-13280.9646 gap_ev=10.63
I -2.9945 2.5940 0.0776
O 0.4131 -1.4803 -0.8813
O 2.1225 -1.0157 0.5613
C 1.0983 -0.7471 -0.0102
H -1.8557 2.8793 1.2177
H 0.7048 -2.3434 -1.1143
H 0.5115 0.1131 0.1492

=====

[9]
11
Properties=species:S:1:pos:R:3 method="wB97M-V/def2-TZVPD" relative_energy_ev=1.284 charge=0 multiplicity=1 smiles=Cn1ccnn1 largest_force_ev_per_a=0.408 e_tot_ev=-7661.1711 gap_ev=10.62
N -0.2398 -0.2319 -0.1466
N 0.3359 -1.4318 -0.2550
N 1.6194 -1.2609 -0.1875
C -1.6626 -0.1181 0.0958
C 0.6899 0.7382 -0.0106
C 1.8827 0.0622 -0.0192
H -1.9060 -0.6236 1.0330
H -2.2289 -0.5618 -0.7219
H -1.9131 0.9391 0.1933
H 0.4015 1.7730 -0.0594
H 2.8903 0.4214 0.1295

=====

[10]
9
Properties=species:S:1:pos:R:3 method="wB97M-V/def2-TZVPD" s2=2.015 relative_energy_ev=0.833 charge=+1 multiplicity=3 largest_force_ev_per_a=16.233 e_tot_ev=-11496.7473 gap_ev="7.98 / 6.78"
Pt -0.7724 0.3232 -0.3868
O -1.3789 0.8118 -1.9721
O 0.0390 0.4811 0.9740
O 1.5419 -2.3202 0.6835
C 1.4469 -1.3745 1.3948
C 0.9289 -0.1682 1.7160
H -1.9034 1.6013 -2.1544
H -1.3506 0.2884 -2.7824
H 1.4486 0.3571 2.5275

=====

[11]
20
Properties=species:S:1:pos:R:3 method="wB97M-V/def2-TZVPD" relative_energy_ev=2.649 charge=0 multiplicity=1 largest_force_ev_per_a=4.255 e_tot_ev=-25138.4600 gap_ev="7.63 / 7.77"
F 1.4230 -1.2476 -1.4949
F 0.5778 -2.8003 -0.2510
F 2.7738 1.4184 0.6431
F 2.3307 2.7096 -1.0133
F 2.1348 -1.5851 0.4745
F 1.4803 3.1286 0.9757
O 0.1163 -0.3377 1.6615
N -1.1866 -0.5731 -0.2642
C 1.0362 -1.5649 -0.2531
C 0.0706 -0.4518 0.2975
C -2.2494 -0.0767 0.5617
C 1.8212 2.1419 0.0585
C -1.4629 -0.8467 -1.5254
H 0.9107 0.1577 1.8753
H -0.7241 -0.9840 -2.1967
H 0.9960 1.4333 -0.2674
H -2.4756 -0.4999 -1.8300
H -2.2670 0.9873 0.8006
H -2.0498 -0.5726 1.5579
H -3.2559 -0.4363 0.1895